{
  "formula": "C34H36BrF3N13O3Pt",
  "method": "ωB97M-V/def2-TZVPD",
  "species": ["Pt", "Br", "F", "F", "F", "O", "O", "O", "N", "N", "N", "N", "N", "N", "N", "N", "N", "N", "N", "N", "N", "C", "C", "C", "C", "C", "C", "C", "C", "C", "C", "C", "C", "C", "C", "C", "C", "C", "C", "C", "C", "C", "C", "C", "C", "C", "C", "C", "C", "C", "C", "C", "C", "C", "C", "H", "H", "H", "H", "H", "H", "H", "H", "H", "H", "H", "H", "H", "H", "H", "H", "H", "H", "H", "H", "H", "H", "H", "H", "H", "H", "H", "H", "H", "H", "H", "H", "H", "H", "H", "H"],
  "positions_angstrom": [[1.60320, -1.56022, 0.12948], [5.57531, -0.51912, 5.64030], [-1.78589, 0.99053, 2.99288], [-2.99511, -0.35857, 1.80579], [-2.81946, 1.72100, 1.24023], [-0.53135, 1.18168, 0.07168], [-1.80209, 3.99871, -0.11644], [-0.37374, -0.75429, 1.19372], [3.15032, 2.68497, 0.80992], [1.01882, -0.39590, -1.80468], [3.00888, -3.72665, 0.26648], [-1.16763, -4.55399, -1.62998], [2.33157, 0.63646, 0.69192], [2.80639, -1.64985, 2.06155], [2.39370, 2.45279, 1.87618], [-0.02938, 0.65659, -3.38574], [-3.70755, 5.03061, -0.35438], [-1.09708, -3.49302, 0.43432], [1.26765, 0.88518, -3.58100], [0.59012, -3.10408, -1.05832], [-3.35388, 5.16969, 0.87533], [-1.87866, 2.26869, -3.91986], [-1.84873, 4.75262, 3.49125], [-3.60002, 3.86453, -4.56402], [-2.19130, 4.55831, 1.04347], [-2.16031, 0.67519, 1.74716], [-3.25658, -4.22983, -0.38118], [-2.72971, 2.83309, -4.88630], [1.20001, -3.34876, -2.34398], [0.28349, 4.09981, 4.38967], [-1.37843, 4.43130, 2.20844], [-0.17753, -0.11872, -2.30937], [-1.89680, 2.76829, -2.63761], [3.10459, 1.58693, 0.11187], [4.09517, -1.35854, 1.86308], [2.33357, -1.65690, 3.30320], [-2.48219, -5.10615, -1.35326], [3.12103, -1.35833, 4.40134], [-0.56193, -3.71610, -0.77250], [-0.06704, 3.96425, 2.02610], [1.88164, 0.24695, -2.62666], [4.95665, -1.03745, 2.89167], [0.77312, 3.82719, 3.10793], [2.21611, 3.44373, 2.90645], [0.97326, -4.79468, -2.78335], [1.90036, 1.21748, 1.80502], [-3.65383, 4.35309, -3.27494], [-0.98275, 1.13491, -4.35678], [-1.01597, 4.55773, 4.57442], [-2.78519, 4.30679, -0.97391], [4.45753, -1.01902, 4.19610], [-0.87356, 0.34783, 0.88234], [-2.78337, 3.81446, -2.31268], [-2.39634, -3.98169, 0.85211], [-0.53096, -5.00903, -2.85425], [2.46418, -4.28237, 0.92220], [-1.11965, -0.46115, -1.93216], [-4.19044, -4.71685, -0.10526], [-2.85222, -3.23527, 1.50431], [1.42290, -5.48227, -2.06445], [-0.95293, -4.46624, -3.70921], [4.44562, -1.36829, 0.83648], [-2.71096, 2.44915, -5.89556], [0.92979, 3.97413, 5.24625], [-4.32692, 5.14542, -2.99428], [-0.65132, -2.77542, 0.99802], [2.71002, -1.38735, 5.39623], [-2.85181, 5.12831, 3.61077], [3.12259, -4.29271, -0.56687], [0.75530, -2.68655, -3.09911], [1.42882, -4.97466, -3.75708], [-2.28323, -4.90887, 1.42514], [-4.23836, 4.28327, -5.32639], [1.26708, 0.77755, 2.54871], [-0.76280, -6.06825, -2.98838], [5.98953, -0.80386, 2.68579], [-3.50379, -3.27397, -0.84655], [-1.25891, 2.36778, -1.86150], [-2.38050, -6.11663, -0.94113], [3.93400, -3.61736, 0.66988], [-3.01639, -5.18464, -2.30397], [2.78759, 4.32187, 2.58396], [-1.36390, 4.77076, 5.57321], [-0.38555, 1.47015, -5.21038], [3.64572, 1.46871, -0.80357], [2.94740, 0.20502, -2.54038], [1.28902, -1.90373, 3.43422], [2.65219, 3.08546, 3.84351], [0.27338, 3.75157, 1.02484], [-1.60787, 0.29685, -4.68182], [2.26429, -3.10000, -2.28566]],
  "lowdin_spin": [1.58, 0.00, 0.00, 0.00, 0.00, 0.00, -0.02, 0.10, 0.00, 0.11, 0.08, 0.08, 0.09, 0.09, 0.00, 0.00, 0.14, 0.07, 0.01, 0.54, 0.14, 0.00, 0.06, 0.00, 0.12, 0.01, 0.00, 0.09, 0.06, 0.09, 0.04, 0.00, 0.05, 0.00, 0.01, 0.01, 0.01, 0.00, 0.04, 0.06, 0.00, 0.00, 0.00, 0.00, 0.02, 0.00, 0.07, 0.00, 0.00, 0.12, 0.00, 0.01, 0.04, 0.01, 0.01, 0.00, 0.00, 0.00, 0.00, 0.00, 0.00, 0.00, 0.00, 0.00, 0.00, 0.00, 0.00, 0.00, 0.00, 0.03, 0.00, 0.01, 0.00, 0.00, 0.00, 0.00, 0.00, 0.00, 0.01, 0.00, 0.00, 0.00, 0.00, 0.00, 0.00, 0.00, 0.00, 0.00, 0.00, 0.00, 0.01],
  "e_lumo_ev": [-7.50, -11.17],
  "relative_energy_kj_mol": 137.4,
  "orbital_gap_ev": [8.4, 5.2],
  "s2": 6.0504,
  "charge": 3,
  "multiplicity": 5,
  "homo_energy_ev": [-15.90, -16.40]
}